w) A 2-piece molecular cluster, C5H11OP overall. Source: the OMol25 dataset; level of theory: ωB97M-V with the def2-TZVPD basis set.

HOMO level ... -8.04 eV
Total charge ... 0
Structure (SMILES) ... C1=CO1.CP(C)C

Last column: Löwdin charge in e.
Atoms and positions in Å:
C 1.1396 -2.3348 2.3903  0.1082
C 1.7426 -1.9594 1.3412  -0.2961
O 0.5985 -2.3140 0.8731  -0.1253
H 0.5072 -2.3964 3.2062  0.0650
H 2.6705 -1.7481 0.8360  0.1170
C -0.9267 1.9229 0.5172  -0.3514
P 0.0219 0.4459 -0.0011  0.7957
C -1.3491 -0.5685 -0.8293  -0.3091
C 0.8368 1.0147 -1.5626  -0.3515
H -1.6020 2.2904 -0.1460  -0.0309
H -1.6647 1.7708 1.3098  0.0328
H -0.1240 2.7931 0.7127  0.0888
H -1.7036 -1.3173 -0.0017  0.0540
H -2.1118 0.1955 -1.3360  0.0793
H -0.8951 -1.2450 -1.5170  -0.0076
H 0.8943 0.1554 -2.2784  0.0283
H 0.1686 1.8046 -2.2194  0.0897
H 1.7969 1.4902 -1.2950  0.0132



x) A 2-piece molecular cluster, C5H11OP overall. Source: the OMol25 dataset; level of theory: ωB97M-V with the def2-TZVPD basis set.

HOMO level ... -9.42 eV
Total charge ... 0
Structure (SMILES) ... C=C1OC1(C)C.P

Last column: Löwdin charge in e.
Atoms and positions in Å:
C 1.2830 2.2053 0.6220  0.0582
C 1.4020 1.0170 0.0671  -0.3158
O 2.2949 0.3480 -0.7331  0.0902
C 1.2724 -0.3953 -0.0270  -0.4916
C 0.0968 -0.9655 -0.7904  -0.0101
C 1.7736 -1.3233 1.0373  -0.0045
H 1.7729 3.0480 0.0276  0.0868
H 0.3294 2.5396 1.0732  0.0639
H -0.7442 -1.2313 -0.2282  0.0473
H 0.2935 -1.9331 -1.2286  0.0826
H -0.1161 -0.1439 -1.4984  0.0995
H 1.0297 -1.8126 1.6787  0.0935
H 2.3550 -0.7354 1.6139  0.0341
H 2.4513 -2.1382 0.4642  0.1496
P -3.7097 0.3194 0.0499  0.6404
H -2.9801 0.7898 -0.9523  -0.2296
H -4.0746 -0.7155 -0.6903  -0.2260
H -4.7298 1.1270 -0.4855  -0.1684



y) One molecule with the formula C5H11OP. Source: the OMol25 dataset; level of theory: ωB97M-V with the def2-TZVPD basis set.

HOMO level (alpha / beta) ... -6.97 / -9.30 eV
Total charge ... 0

Last column: Löwdin charge in e.
Atoms and positions in Å:
C 2.3986 -0.3783 0.0234  -0.4409
C 1.2250 -1.3014 0.4776  -0.4372
C -1.0922 0.3853 -0.2214  -0.4987
C -1.1157 0.8577 1.1949  -0.1269
C -2.1284 0.8402 -1.2043  -0.1264
O 2.2269 0.9347 0.3062  -0.0744
P -0.2898 -1.1980 -0.5385  0.9532
H 3.3882 -0.9550 0.6073  0.1861
H 2.4993 -0.6703 -1.1193  0.1069
H 1.5895 -2.3149 0.3867  0.0590
H 0.9912 -1.0698 1.5048  0.0564
H -2.0376 0.8638 1.7986  0.0937
H -0.6808 1.7925 1.2174  0.0542
H -0.3393 0.3451 1.7539  0.0444
H -1.9126 1.8866 -1.1899  0.0739
H -3.1124 0.6236 -0.9841  0.0491
H -1.8703 0.4511 -2.2252  0.0834
H 0.2603 -1.0928 -1.7882  -0.0560



Stability ranking, top entry: x); the second entry is 115.9 kJ/mol less favorable.



w) A 2-piece molecular cluster, C3H10N2O3 overall. Source: the OMol25 dataset; level of theory: ωB97M-V with the def2-TZVPD basis set.

HOMO level ... -9.78 eV
Total charge ... 0
Structure (SMILES) ... NCC(=O)NCO.O

Last column: Löwdin charge in e.
Atoms and positions in Å:
N -0.1881 0.9458 -2.7001  0.0143
C -0.3792 0.9700 -1.2144  -0.1901
C -0.6453 -0.2846 -0.4659  -0.5099
O -0.7201 -1.3843 -1.0230  0.0230
N -1.0077 -0.2827 0.8588  0.0492
C -0.7319 0.7087 1.8565  -0.3071
O 0.6366 1.0989 1.9518  -0.1060
H -1.1370 0.8557 -3.2376  0.1243
H 0.3368 0.1786 -2.8806  0.0007
H -1.1626 1.7149 -0.9501  0.1289
H 0.6182 1.3518 -0.7583  0.1499
H -1.1083 -1.2594 1.3642  0.2004
H -1.1855 1.6864 1.5141  0.1258
H -1.1959 0.4739 2.8825  0.1432
H 1.1821 0.1861 1.9729  0.1403
O 2.3314 -1.5046 0.5246  -0.0486
H 2.8530 -2.2783 0.5522  0.0123
H 1.7254 -1.5958 -0.2537  0.0495



x) A 3-piece molecular cluster, C3H10N2O3 overall. Source: the OMol25 dataset; level of theory: ωB97M-V with the def2-TZVPD basis set.

HOMO level ... -9.37 eV
Total charge ... 0

Last column: Löwdin charge in e.
Atoms and positions in Å:
O 2.3794 -0.2583 -1.7668  0.0577
C 1.1235 -0.1625 -1.8333  -0.5723
N 0.3231 0.5527 -2.5882  0.1667
C -0.5255 1.7284 1.2846  -0.1835
O -0.2869 0.5157 1.9222  -0.1850
C 0.3240 -1.0856 -0.8567  -0.1303
N 1.0949 -1.4024 0.3572  0.1929
H 0.9270 1.0236 -3.2930  0.0809
H -1.5973 1.9977 1.3068  0.1028
H 0.0495 2.5917 1.8043  0.1026
H -0.1931 1.7065 0.2236  0.0867
H 0.0735 -2.0057 -1.4058  0.1550
H -0.6398 -0.5231 -0.6420  0.1068
H 2.0814 -1.2788 0.1032  0.0995
H 0.8332 -0.7406 1.1068  0.0686
H -2.6072 -1.3426 1.7373  0.0380
H -1.2977 -0.3877 1.4996  -0.0468
O -2.0620 -0.9290 1.0403  -0.1401



Stability ranking, top entry: w); the second entry is 653.1 kJ/mol less favorable.



w) A 2-piece molecular cluster, C3H10N2O3 overall. Source: the OMol25 dataset; level of theory: ωB97M-V with the def2-TZVPD basis set.

HOMO level ... -9.62 eV
Total charge ... 0
Structure (SMILES) ... NC(=O)O.NCCO

Last column: Löwdin charge in e.
Atoms and positions in Å:
N 3.0459 0.2952 0.6807  0.1546
C 1.7349 -0.0058 0.4248  -0.6670
O 1.0498 -0.5689 1.3028  0.0024
O 1.3470 0.3790 -0.7396  0.0713
H 3.7018 0.5685 -0.0448  0.1054
H 3.4405 -0.0970 1.5564  0.1265
H 0.3692 0.0681 -1.0696  0.0535
N -0.9108 -0.2401 -1.7061  0.0059
C -1.5049 -0.6329 -0.4482  -0.2402
C -1.5442 0.5264 0.5347  -0.2685
O -1.3141 0.1768 1.8949  -0.0833
H -1.4045 0.5693 -2.0973  0.1242
H -0.9780 -0.9837 -2.3871  0.1116
H -0.8576 -1.3617 0.0484  0.1212
H -2.5411 -0.9766 -0.6084  0.1211
H -0.7689 1.2387 0.1965  0.1141
H -2.5129 1.0316 0.5128  0.1171
H -0.3522 0.0131 1.9491  0.0300



x) A 2-piece molecular cluster, C3H10N2O3 overall. Source: the OMol25 dataset; level of theory: ωB97M-V with the def2-TZVPD basis set.

HOMO level ... -8.64 eV
Total charge ... 0
Structure (SMILES) ... [H]/N=C\NO.OCCO

Last column: Löwdin charge in e.
Atoms and positions in Å:
H -1.3452 -1.7275 -0.0199  0.0892
N -0.8092 -1.4440 -0.8362  0.0908
C 0.4526 -1.2718 -0.5895  -0.2348
N 1.0537 -1.6752 0.5707  -0.0292
O 2.4054 -1.2876 0.7102  -0.0355
H 1.1176 -1.0242 -1.4074  0.1414
H 0.5360 -1.4371 1.4154  0.1374
H 2.9125 -2.1115 0.7104  0.1046
O -0.9344 0.4573 1.4205  -0.1266
C -0.0518 1.3240 0.7474  -0.1931
C -0.6161 1.6128 -0.9400  -0.2763
O -1.7507 0.9386 -1.1609  -0.1934
H -1.7880 0.5408 0.9666  0.0785
H -0.1777 2.3424 1.1313  0.0825
H 0.9785 1.0378 0.9571  0.0824
H 0.2129 1.2638 -1.5727  0.0819
H -0.7209 2.7012 -0.9688  0.0980
H -1.4753 -0.2398 -1.1343  0.1023



Stability ranking, top entry: w); the second entry is 420.1 kJ/mol less favorable.



w) A 2-piece molecular cluster, C3H10N2O3 overall. Source: the OMol25 dataset; level of theory: ωB97M-V with the def2-TZVPD basis set.

HOMO level ... -9.36 eV
Total charge ... 0
Structure (SMILES) ... NC(=O)NCCO.O

Last column: Löwdin charge in e.
Atoms and positions in Å:
N -0.8923 -0.8647 1.6913  0.1495
C -0.6017 0.3391 1.1235  -0.6403
O -0.3662 1.3126 1.7283  0.0861
N -0.1348 0.1953 -0.2248  0.0236
C -0.2723 -0.9525 -1.1110  -0.2137
C -0.6125 -0.5371 -2.5652  -0.2399
O 0.5590 -0.8139 -3.3176  -0.0904
H -0.8006 -1.8581 1.3785  0.1200
H -1.4701 -0.9010 2.4653  0.0648
H 0.5020 1.0254 -0.5041  0.1806
H -1.2367 -1.6117 -0.8751  0.1425
H 0.5213 -1.6449 -0.9858  0.0950
H -1.5643 -0.9607 -3.1483  0.1468
H -0.5995 0.6425 -2.7114  0.1455
H 0.6029 -1.6427 -3.6913  0.0347
O 2.3518 2.3891 3.5261  -0.0904
H 2.0094 2.8085 4.3302  0.0291
H 2.0046 3.0748 2.8912  0.0563



x) A 2-piece molecular cluster, C3H10N2O3 overall. Source: the OMol25 dataset; level of theory: ωB97M-V with the def2-TZVPD basis set.

HOMO level ... -9.56 eV
Total charge ... 0
Structure (SMILES) ... NC(=O)NCCO.O

Last column: Löwdin charge in e.
Atoms and positions in Å:
N 0.1009 -0.6477 -1.5851  0.1431
C -1.1776 -0.0854 -1.4871  -0.5960
O -2.1406 -0.8292 -1.4691  0.0346
N -1.2408 1.2080 -1.0203  0.0387
C -0.2124 2.2260 -0.9301  -0.1837
C 0.3574 2.5714 0.4609  -0.2712
O 0.5765 1.3271 1.0340  -0.0672
H 0.7744 -0.2777 -2.2248  0.0810
H 0.0079 -1.6543 -1.6049  0.0992
H -2.0972 1.5766 -0.5722  0.1597
H -0.5380 3.0597 -1.5994  0.1247
H 0.7113 1.7808 -1.3377  0.1094
H 1.3435 3.0666 0.5393  0.1239
H -0.2198 3.2651 1.1000  0.1118
H -0.2586 0.9737 1.3529  0.0922
O 2.7125 -4.6723 3.8164  -0.0945
H 2.8169 -5.4521 3.2561  0.0243
H 2.1899 -5.0714 4.5846  0.0702



Stability ranking, top entry: x); the second entry is 93.7 kJ/mol less favorable.



w) A 2-piece molecular cluster, C3H10N2O3 overall. Source: the OMol25 dataset; level of theory: ωB97M-V with the def2-TZVPD basis set.

HOMO level ... -9.56 eV
Total charge ... 0
Structure (SMILES) ... NC(=O)O.NCCO

Last column: Löwdin charge in e.
Atoms and positions in Å:
N 3.2667 -0.3762 -0.4905  0.1191
C 1.8630 -0.4870 -0.5023  -0.6956
O 1.2316 -0.1313 -1.4922  0.0328
O 1.3273 -0.9518 0.5821  0.0213
H 3.6281 -0.2660 0.4490  0.0816
H 3.7304 -1.1797 -0.8882  0.0872
H 0.1890 -0.9541 0.6031  0.0563
N -1.1907 -1.0884 0.7157  0.0347
C -1.7954 0.0374 -0.0422  -0.1924
C -1.2528 1.4024 0.3339  -0.2738
O -1.0376 2.2558 -0.7694  -0.0571
H -1.5748 -1.1790 1.6462  0.1168
H -1.3239 -1.9694 0.2301  0.1199
H -2.8836 -0.0071 0.0541  0.1156
H -1.5509 -0.1468 -1.0887  0.1191
H -1.9451 1.9561 0.9759  0.1183
H -0.3486 1.2892 0.9461  0.1169
H -0.3328 1.7959 -1.2627  0.0793



x) A 3-piece molecular cluster, C3H10N2O3 overall. Source: the OMol25 dataset; level of theory: ωB97M-V with the def2-TZVPD basis set.

HOMO level ... -9.40 eV
Total charge ... 0

Last column: Löwdin charge in e.
Atoms and positions in Å:
O -1.9483 1.0553 -0.8642  0.1049
C -1.6933 -0.0327 -0.3677  -0.5804
N -1.5311 -1.2029 -0.9649  0.1506
C 1.8924 -1.0623 -0.5708  -0.1715
O 1.7403 -0.1864 0.4646  -0.1793
C -1.2516 -0.1580 1.1540  -0.1651
N -0.3277 0.7916 1.6042  0.1514
H -1.9034 -1.1378 -1.9179  0.0668
H 2.2392 -2.0330 -0.2168  0.0855
H 2.5358 -0.6643 -1.3668  0.1070
H 0.8823 -1.2624 -1.0022  0.1021
H -2.1950 -0.0714 1.7002  0.1258
H -0.8883 -1.1865 1.2425  0.1255
H -0.3193 1.1011 2.5654  0.1176
H 0.6162 0.6517 1.2066  0.0391
H -0.0427 1.9800 -0.9915  -0.0007
H 1.2824 1.3579 -0.5561  -0.0172
O 0.9121 2.0603 -1.1185  -0.0622



y) One molecule with the formula C3H10N2O3. Source: the OMol25 dataset; level of theory: ωB97M-V with the def2-TZVPD basis set.

HOMO level ... -8.69 eV
Total charge ... 0
Structure (SMILES) ... CN(O)[C@H](N)C(O)O

Last column: Löwdin charge in e.
Atoms and positions in Å:
C -2.2813 0.0474 -0.2808  -0.1098
N -0.9847 -0.5609 -0.0608  -0.1896
O -1.1489 -1.4409 1.0573  -0.0614
C 0.1723 0.6389 0.0870  -0.2958
N 0.3790 1.0597 -1.2465  0.0723
C 1.2481 -0.1788 0.7257  -0.3581
O 1.5908 -1.3595 0.1105  0.0261
O 2.3648 0.9109 0.6355  -0.0761
H -2.6469 0.5693 0.6119  0.0822
H -2.9975 -0.7290 -0.5541  0.0804
H -2.1844 0.7581 -1.0989  0.0742
H -0.5739 -2.1917 0.8553  0.0906
H -0.1599 1.4517 0.7401  0.1523
H 0.9142 1.9156 -1.2994  0.0963
H 0.4194 0.2580 -1.8716  0.0925
H 1.0945 -0.3736 1.7883  0.1496
H 1.5753 -1.2376 -0.8482  0.1043
H 3.2190 0.4624 0.6488  0.0698



Stability ranking, top entry: w); the second entry is 297.1 kJ/mol less favorable.



w) A 2-piece molecular cluster, CH4IPS2 overall. Source: the OMol25 dataset; level of theory: ωB97M-V with the def2-TZVPD basis set.

HOMO level (alpha / beta) ... -8.43 / -7.87 eV
Total charge ... 0

Last column: Löwdin charge in e.
Atoms and positions in Å:
C -0.4341 0.6604 0.7785  -1.0008
P 1.4333 -0.0743 -1.5880  0.5155
S -1.0136 0.7765 2.3847  0.7752
S 0.9234 -0.5334 0.4111  0.4159
I -2.9454 -0.0578 -1.0232  -0.1606
H -0.6244 1.5234 0.2566  -0.0672
H 0.6111 -1.0332 -2.1506  -0.1493
H 2.5071 -0.8774 -1.6359  -0.1788
H -0.4574 -0.3842 2.5669  -0.1498



x) A 2-piece molecular cluster, CH4IPS2 overall. Source: the OMol25 dataset; level of theory: ωB97M-V with the def2-TZVPD basis set.

HOMO level (alpha / beta) ... -8.88 / -7.68 eV
Total charge ... 0

Last column: Löwdin charge in e.
Atoms and positions in Å:
C -0.4743 -0.3047 -1.3246  -1.1254
P 0.0489 -0.5474 2.2879  0.2861
S 0.7432 -0.2158 -2.5098  0.6460
S 1.5744 -0.9593 1.1138  0.1031
I -1.5899 1.4260 -0.7472  0.7146
H -1.1455 -1.0985 -1.4250  -0.0687
H -0.3779 0.5824 1.6632  -0.2564
H 0.4334 0.0365 3.5194  -0.1288
H 0.7876 1.0808 -2.5777  -0.1704



Stability ranking, top entry: w); the second entry is 101.5 kJ/mol less favorable.